Run A
The following is a DFT calculation (wB97M-V/def2-TZVPD) of the molecule C4H11N3.

Output
Total charge ... 0
Orbital gap ... 0.3257 Ha
SMILES string ... C/N=C(\N)N(C)C

Last column: Mulliken charge in e.
CARTESIAN COORDINATES (ANGSTROEM)
C1 0.5476 0.2679 -0.1301  0.552
H1 3.1952 -1.1728 0.7343  0.309
N1 0.7201 1.5560 -0.5393  -0.472
N2 1.0871 -0.6706 0.4456  -0.457
C2 -1.4536 -1.4565 -0.4338  -0.930
C3 2.7724 -0.2625 0.3221  -0.949
H2 -2.1506 0.1267 1.5500  0.308
H3 -2.9946 0.7187 0.1091  0.323
N3 -1.0972 -0.0664 -0.2777  -0.128
H4 -0.0689 1.8765 -1.0898  0.285
H5 -1.6490 1.6524 0.7752  0.313
C4 -2.0099 0.6420 0.5892  -0.973
H6 -0.7016 -1.9490 -1.0482  0.301
H7 3.1007 -0.1062 -0.7073  0.324
H8 -2.4399 -1.5253 -0.9081  0.282
H9 -1.4996 -1.9975 0.5208  0.326
H10 2.9960 0.5905 0.9626  0.335
H11 1.6456 1.7761 -0.8747  0.251



Run B
The following is a DFT calculation (wB97M-V/def2-TZVPD) of the molecule C4H11N3.

Output
Total charge ... 0
Orbital gap ... 0.3508 Ha
SMILES string ... CCN/N=C\NC

Last column: Mulliken charge in e.
CARTESIAN COORDINATES (ANGSTROEM)
H1 3.6617 -0.8192 -0.9525  0.262
H2 1.1085 -0.5013 -1.1579  0.203
H3 -3.2547 -0.1343 -0.8407  0.313
H4 -3.5482 -0.8097 0.8457  0.232
N1 -1.5385 -0.4151 0.0847  -0.160
C1 -2.8997 -0.8036 -0.0723  -0.772
N2 0.0450 1.3335 0.0816  -0.749
H5 -2.9613 -1.8343 -0.3625  0.285
H6 -0.8679 -0.8278 0.6712  0.232
H7 1.8353 1.1272 -0.9980  0.372
H8 -1.8126 1.5872 -0.5527  0.443
N3 0.7949 0.2486 0.6456  -0.350
C2 -1.1242 0.8664 -0.2109  0.036
C3 2.8835 -0.8240 -0.0234  -0.942
C4 1.7065 0.0484 -0.4946  -0.247
H9 1.3291 0.7150 1.3501  0.292
H10 2.6592 -1.9124 0.1284  0.285
H11 3.3444 -0.4821 0.9931  0.264



Run C
The following is a DFT calculation (wB97M-V/def2-TZVPD) of the molecule C4H11N3.

Output
Total charge ... 0
Orbital gap ... 0.3309 Ha
SMILES string ... [H]/N=C(\N)NCCC

Last column: Mulliken charge in e.
CARTESIAN COORDINATES (ANGSTROEM)
H1 1.0548 -0.2827 -2.3936  0.207
H2 0.1479 -1.2477 1.0453  0.312
N1 1.8329 -0.5827 -1.7528  -0.379
H3 -0.1433 1.8057 1.2666  0.366
C1 -0.7769 -0.2516 -0.5916  -0.539
H4 -1.4278 1.9265 2.2527  0.304
C2 -1.1746 1.6852 1.1243  -1.152
N2 2.4774 -1.1871 0.4670  -0.729
H5 3.2880 -1.7406 0.2459  0.197
H6 -1.6625 -0.3563 1.5147  0.358
H7 -2.8116 0.4722 0.4196  0.273
C3 1.5263 -1.0738 -0.4618  0.471
H8 -1.7565 2.4769 0.5739  0.276
H9 -1.5394 -0.8508 -1.0262  0.227
N3 0.2226 -1.1828 -0.0434  -0.269
C4 -1.6234 0.3516 0.6661  -0.517
H10 -0.3983 0.5973 -1.1504  0.389
H11 2.7644 -0.5593 -2.1564  0.205



Run D
The following is a DFT calculation (wB97M-V/def2-TZVPD) of the molecule C4H11N3.

Output
Total charge ... 0
Orbital gap ... 0.3643 Ha
SMILES string ... [H]/N=C(/C)[C@@H](N)CN

Last column: Mulliken charge in e.
CARTESIAN COORDINATES (ANGSTROEM)
H1 2.2363 0.1116 -0.1105  0.297
H2 -0.0591 2.7596 -0.1809  0.250
H3 0.3662 -0.1964 2.1677  0.286
N1 1.1506 -0.5022 1.5883  -0.641
H4 -1.7936 0.4200 1.0697  0.336
C1 1.4139 0.4959 0.5018  -0.760
C2 -0.5743 -1.6654 -1.1543  -1.257
H5 1.7435 1.4274 0.9760  0.349
H6 0.4407 -2.0551 -1.0479  0.317
H7 0.4557 0.8209 -1.4293  0.362
C3 0.1716 0.7308 -0.3758  0.439
H8 -1.2925 -2.4637 -0.9465  0.333
N2 -1.8440 -0.4606 0.5290  -0.731
H9 1.1193 -1.4717 1.2741  0.285
N3 -0.5926 1.9199 0.0441  -0.778
H10 -0.7153 -1.3198 -2.1814  0.301
H11 -1.4495 1.9640 -0.5125  0.245
C4 -0.7769 -0.5151 -0.2116  0.368



How do the energies compare? Relative to the most stable structure, in kcal/mol: run A 36.8; run B 41.7; run C 25.9; run D 0.0.



Run A
The following is a DFT calculation (wB97M-V/def2-TZVPD) of a cluster of 2 separate species, C4H14N3O in total.

Output
Total charge ... +1
Orbital gap ... 0.3043 Ha

Last column: Mulliken charge in e.
CARTESIAN COORDINATES (ANGSTROEM)
H1 0.1773 2.9514 0.6542  0.230
H2 2.2139 0.8382 0.7117  0.285
H3 -0.2845 -2.6011 0.3760  0.351
H4 -0.5779 1.0020 2.4790  0.241
H5 -1.4710 1.4337 -1.2019  0.367
H6 3.4082 0.3048 -0.1103  0.295
N1 -0.0485 0.5270 1.7559  -0.455
C1 -0.5897 -1.9288 -0.4290  -0.727
N2 0.5882 -1.3223 -1.1444  -0.093
H7 1.2254 -2.1178 -1.1818  0.380
H8 0.3076 -1.0509 -2.0840  0.382
H9 -1.0815 -2.6304 -1.0942  0.412
H10 -2.3828 -0.7014 -0.4489  0.431
C2 -1.4910 -0.8133 0.1657  -0.798
O1 2.4357 0.2814 -0.0521  -0.664
N3 -0.0772 2.6193 -0.2640  -0.409
H11 0.2718 -0.3737 2.0803  0.249
H12 1.0691 -0.4995 -0.6910  0.242
H13 -1.8500 -1.2235 1.1257  0.349
H14 -0.2233 3.3889 -0.8936  0.217
C3 -0.7969 0.4465 0.5658  -0.030
C4 -0.8228 1.4694 -0.3192  -0.255



Run B
The following is a DFT calculation (wB97M-V/def2-TZVPD) of a structure of composition C4H14N3O.

Output
Total charge ... +1
Orbital gap ... 0.3951 Ha

Last column: Mulliken charge in e.
CARTESIAN COORDINATES (ANGSTROEM)
H1 2.7457 1.0760 -1.1847  0.390
H2 -4.1056 -0.4509 0.6937  0.280
O1 2.1896 -1.2023 -0.3874  -0.557
H3 -1.3587 -1.8258 -1.0517  0.229
H4 -0.8835 0.7664 1.4065  0.203
H5 1.9295 -0.3644 2.1736  0.379
N1 -3.6413 -0.0169 -0.1131  -0.923
C1 -0.2450 -0.6526 0.0146  0.179
C2 1.6095 -0.0233 0.0878  0.953
H6 1.1647 2.0714 -0.6756  0.319
H7 2.9315 0.8432 1.5880  0.418
H8 -2.1451 0.1990 0.2245  0.413
H9 1.0022 0.8893 -1.9193  0.301
H10 -3.9992 0.9906 -0.1406  0.308
N2 -0.4198 -1.6635 -0.6941  -0.224
C3 1.9581 0.4334 1.4566  -1.588
C4 1.5934 1.0874 -0.9795  -1.050
H11 -3.8284 -0.5104 -0.9846  0.263
H12 1.2729 1.2074 1.7382  0.333
H13 2.8665 -0.9137 -0.9942  0.404
N3 -1.1224 0.1593 0.5565  -0.299
H14 0.4852 -2.0999 -0.8150  0.270



How do the energies compare? Relative to the most stable structure, in kcal/mol: run A 0.0; run B 19.0.



Run A
The following is a DFT calculation (wB97M-V/def2-TZVPD) of a structure of composition C3H8NO2.

Output
Total charge ... +1
Orbital gap ... 0.3594 Ha

Last column: Mulliken charge in e.
CARTESIAN COORDINATES (ANGSTROEM)
C1 1.9942 -0.2337 1.0286  0.130
H1 1.5096 -0.9654 1.4933  0.484
H2 -1.0561 -1.4487 -0.0265  0.319
H3 -1.2006 -0.5455 -1.6327  0.327
H4 0.9065 0.5322 -1.2591  0.402
C2 -1.3473 -0.4412 -0.4983  -0.745
C3 0.7499 0.5768 -0.1779  -0.451
N1 -0.6609 0.6776 0.2485  -0.079
O1 3.1905 -0.5309 0.6003  -0.388
H5 3.6765 0.3014 0.4624  0.376
H6 -2.4460 -0.6209 -0.3147  0.350
O2 1.5436 1.0285 0.8848  -0.383
H7 -0.7964 0.6107 1.2185  0.331
H8 -0.9887 1.5818 -0.0262  0.325



Run B
The following is a DFT calculation (wB97M-V/def2-TZVPD) of the ion C3H8NO2 with charge +1.

Output
Total charge ... +1
Orbital gap (alpha / beta) ... 0.2886 / 0.3329 Ha

Last column: Mulliken charge in e.
CARTESIAN COORDINATES (ANGSTROEM)
C1 -0.1164 -0.3863 0.1396  0.147
O1 0.8295 0.2563 -0.6063  -0.280
C2 -2.0283 1.0858 0.0716  -0.279
H1 -0.9092 -2.3613 -0.6170  0.410
N1 -0.0611 -1.8646 -0.1533  -0.364
H2 2.1939 0.4886 1.1123  0.281
H3 1.0728 1.9929 0.5531  0.266
H4 -3.0890 1.1514 0.3109  0.290
C3 1.7402 1.0764 0.1878  -0.513
H5 -1.5147 1.8700 -0.4609  0.287
H6 2.6167 1.5244 -0.4966  0.243
O2 -1.3788 -0.0520 0.1304  -0.244
H7 0.0635 -2.5547 0.6457  0.395
H8 0.5810 -2.2270 -0.8175  0.361



How do the energies compare? Relative to the most stable structure, in kcal/mol: run A 0.0; run B 26.0.